Entry 1:
Formula: C7H10O
Source: the Open Molecules 2025 dataset
Level of theory: the ωB97M-V functional and the def2-TZVPD basis

Orbital gap (alpha / beta), eV: 8.2431 / 8.2439
Energy above the lowest of the compared OMol25 structures with the same formula, charge and spin, kJ/mol: 565.0

ORCA input file:
```
! wB97M-V def2-TZVPD RIJCOSX def2/J DEFGRID3
* xyz 0 1
C -1.372 -0.384 -1.714
C -1.344 -0.484 -0.407
C -1.645 -1.867 1.494
C -0.304 0.390 -0.914
C -0.937 -3.090 1.113
C 1.158 -0.143 -0.954
C -0.301 1.909 -0.850
O -2.154 -1.438 2.470
H -1.754 -0.528 -2.689
H 0.068 -2.941 1.539
H -0.965 -3.095 0.021
H -1.447 -3.944 1.647
H 1.692 0.444 -1.667
H 1.197 -1.156 -1.150
H 1.582 0.200 -0.043
H 0.383 2.068 -1.692
H 0.049 2.345 0.103
H -1.314 2.303 -1.199
*
```

=====

Entry 2:
Formula: C7H10O
Source: the Open Molecules 2025 dataset
Level of theory: the ωB97M-V functional and the def2-TZVPD basis

Orbital gap, eV: 8.8181
SMILES: C=C=C=CC.CC=O
Energy above the lowest of the compared OMol25 structures with the same formula, charge and spin, kJ/mol: 433.3

ORCA input file:
```
! wB97M-V def2-TZVPD RIJCOSX def2/J DEFGRID3
* xyz 0 1
C -3.053 1.128 0.431
C -2.155 0.251 0.199
C -1.203 -0.538 0.441
C -0.173 -1.357 0.145
C 0.134 -1.673 -1.285
H -3.900 1.320 -0.213
H -3.123 1.400 1.405
H 0.385 -1.885 0.899
H -0.030 -2.748 -1.540
H 1.150 -1.387 -1.499
H -0.588 -1.183 -1.874
C 0.454 1.945 0.902
C 0.748 1.077 -0.222
O 0.625 1.285 -1.382
H 0.458 1.254 1.775
H -0.452 2.549 0.809
H 1.333 2.554 1.118
H 1.546 0.186 0.020
*
```

=====

Entry 3:
Formula: C7H10O
Source: the Open Molecules 2025 dataset
Level of theory: the ωB97M-V functional and the def2-TZVPD basis

Orbital gap, eV: 7.8092
SMILES: C=C(C)C.C=C=C=O
Energy above the lowest of the compared OMol25 structures with the same formula, charge and spin, kJ/mol: 433.1

ORCA input file:
```
! wB97M-V def2-TZVPD RIJCOSX def2/J DEFGRID3
* xyz 0 1
C -1.098 1.059 -0.408
C 0.176 0.778 -0.744
C 0.586 0.592 -2.128
C 1.274 0.800 0.356
H -1.797 0.892 -1.173
H -1.191 1.073 0.736
H 1.629 0.279 -2.272
H 0.560 1.499 -2.783
H 0.135 -0.234 -2.670
H 1.255 1.827 0.728
H 2.184 0.635 -0.105
H 0.987 0.100 1.165
C -0.635 -2.379 0.885
C -0.943 -1.346 1.610
C -0.991 -0.340 2.431
O -1.254 0.413 3.271
H -1.044 -2.443 -0.088
H 0.167 -3.205 1.190
*
```

=====

Entry 4:
Formula: C7H10O
Source: the Open Molecules 2025 dataset
Level of theory: the ωB97M-V functional and the def2-TZVPD basis

Orbital gap, eV: 9.6839
Energy above the lowest of the compared OMol25 structures with the same formula, charge and spin, kJ/mol: 788.6

ORCA input file:
```
! wB97M-V def2-TZVPD RIJCOSX def2/J DEFGRID3
* xyz 0 1
C -1.526 -0.433 -0.505
C -0.234 -0.588 -1.105
C -0.731 0.809 -0.937
C -0.625 1.351 0.506
C -1.074 -0.112 1.052
C 0.155 -0.982 1.016
C 0.694 -1.267 -0.197
H 1.833 0.038 0.542
H -2.316 -1.339 -1.052
H -0.167 -0.975 -2.176
H -0.808 1.588 -1.882
H 2.344 1.343 -0.569
H -1.329 2.176 1.155
H 0.421 1.418 0.848
H -1.754 -0.531 1.994
H 0.493 -1.376 1.921
H 1.728 -1.486 -0.563
O 2.898 0.366 -0.047
*
```

=====

Entry 5:
Formula: C7H10O
Source: the Open Molecules 2025 dataset
Level of theory: the ωB97M-V functional and the def2-TZVPD basis

Orbital gap, eV: 9.8486
Energy above the lowest of the compared OMol25 structures with the same formula, charge and spin, kJ/mol: 836.6

ORCA input file:
```
! wB97M-V def2-TZVPD RIJCOSX def2/J DEFGRID3
* xyz 0 1
C 1.503 -1.101 -0.025
C 1.678 0.748 -0.251
C 0.354 1.205 0.519
C 0.084 -0.812 -0.062
C -1.335 -1.350 0.231
C -1.883 0.233 -0.027
C -1.068 1.426 -0.012
H 2.110 -1.717 -0.807
H 1.965 -1.160 0.984
H 1.353 0.860 -1.329
H 2.410 1.296 0.167
H 0.450 1.951 1.405
H 0.146 -0.371 -0.994
H -1.696 -1.871 -0.705
H -1.618 -1.630 1.306
H -3.030 0.094 -0.710
H -1.539 2.278 -0.774
O 0.116 -0.079 1.084
*
```

=====

Entry 6:
Formula: C7H10O2
Source: the Open Molecules 2025 dataset
Level of theory: the ωB97M-V functional and the def2-TZVPD basis

Orbital gap, eV: 9.8906
SMILES: C=C(C)/C=C\OC(=C)O
Energy above the lowest of the compared OMol25 structures with the same formula, charge and spin, kJ/mol: 284.9

ORCA input file:
```
! wB97M-V def2-TZVPD RIJCOSX def2/J DEFGRID3
* xyz 0 1
C 0.562 -1.524 0.261
C -0.561 -0.977 0.611
C -1.847 -1.726 0.384
C -0.674 0.411 1.104
C 0.028 1.329 0.405
O 0.695 1.214 -0.774
C -0.040 1.776 -1.880
C 0.489 2.837 -2.498
O -1.186 1.107 -1.999
H 0.628 -2.611 0.005
H 1.580 -1.179 0.391
H -2.132 -2.352 1.274
H -1.987 -2.372 -0.463
H -2.630 -0.942 0.156
H -1.004 0.652 2.095
H 0.080 2.338 0.885
H -0.189 3.303 -3.220
H 1.421 3.302 -2.285
H -1.121 0.427 -1.298
*
```

=====

Entry 7:
Formula: C7H10O2
Source: the Open Molecules 2025 dataset
Level of theory: the ωB97M-V functional and the def2-TZVPD basis

Orbital gap (alpha / beta), eV: 6.3458 / 6.4330
Energy above the lowest of the compared OMol25 structures with the same formula, charge and spin, kJ/mol: 510.5

ORCA input file:
```
! wB97M-V def2-TZVPD RIJCOSX def2/J DEFGRID3
* xyz 0 1
C -1.091 1.533 -0.150
C -2.224 -0.784 -0.252
C 0.592 0.287 1.844
C 1.885 -0.476 -0.070
C -1.044 0.060 0.132
C -0.001 -0.510 0.870
C 1.785 -0.316 -1.372
O 2.925 -0.777 0.734
O 1.000 1.103 2.534
H 3.764 -0.825 0.243
H -0.051 -1.559 1.151
H -1.556 1.719 -1.123
H -0.088 1.970 -0.183
H -1.674 2.110 0.584
H -2.017 -1.851 -0.138
H -2.498 -0.611 -1.300
H -3.124 -0.563 0.340
H 2.615 -0.421 -2.068
H 0.802 -0.089 -1.776
*
```

=====

Entry 8:
Formula: C7H10O3
Source: the Open Molecules 2025 dataset
Level of theory: the ωB97M-V functional and the def2-TZVPD basis

Orbital gap (alpha / beta), eV: 7.2262 / 7.2271
Energy above the lowest of the compared OMol25 structures with the same formula, charge and spin, kJ/mol: 298.6

ORCA input file:
```
! wB97M-V def2-TZVPD RIJCOSX def2/J DEFGRID3
* xyz 0 1
O -1.515 0.877 -1.522
C -0.622 0.984 -0.674
O -0.580 1.658 0.374
C 1.715 0.965 1.198
C 1.720 -0.361 1.629
C 0.714 -1.361 1.193
C 0.548 -1.347 -0.327
C 0.690 0.067 -0.882
C 1.756 0.800 -0.205
H 2.283 1.744 1.702
H 2.456 -0.658 2.379
H 1.004 -2.354 1.563
H -0.229 -1.119 1.715
H 1.339 -1.965 -0.775
H -0.418 -1.775 -0.617
H 0.828 0.096 -1.972
H 2.264 1.570 -0.790
O -4.839 0.952 -1.069
H -5.101 0.070 -1.401
H -4.014 1.156 -1.520
*
```

=====

Entry 9:
Formula: C7H10S
Source: the Open Molecules 2025 dataset
Level of theory: the ωB97M-V functional and the def2-TZVPD basis

Orbital gap, eV: 9.1991
Energy above the lowest of the compared OMol25 structures with the same formula, charge and spin, kJ/mol: 697.9

ORCA input file:
```
! wB97M-V def2-TZVPD RIJCOSX def2/J DEFGRID3
* xyz 0 1
C -1.381 -0.420 1.396
C -0.966 0.113 -0.107
C -1.320 -0.908 -1.145
C 0.067 -0.362 -1.197
C 1.256 0.130 -0.301
C 2.217 -0.475 0.274
C 1.050 1.621 -0.178
H -2.712 -0.632 1.232
H -1.303 0.526 2.361
H -0.727 -1.395 1.576
H -1.816 -0.990 -2.160
H -1.291 -1.998 -0.668
H 0.051 0.321 -2.092
H 2.232 -1.455 -0.001
H 2.728 -0.082 1.281
H 1.236 1.749 0.854
H 1.550 2.327 -0.906
S -0.871 1.929 -0.217
*
```

=====

Entry 10:
Formula: C7H10S
Source: the Open Molecules 2025 dataset
Level of theory: the ωB97M-V functional and the def2-TZVPD basis

Orbital gap, eV: 8.3797
SMILES: C=CCC(=C)C(C)=S
Energy above the lowest of the compared OMol25 structures with the same formula, charge and spin, kJ/mol: 230.8

ORCA input file:
```
! wB97M-V def2-TZVPD RIJCOSX def2/J DEFGRID3
* xyz 0 1
C 0.512 -0.841 -2.371
C 0.573 -1.378 -1.139
C -0.608 -1.396 -0.161
C -0.623 -0.212 0.750
C -0.533 -0.212 2.087
C -0.830 1.090 0.011
C 0.255 2.125 0.197
S -1.892 1.277 -1.184
H 1.391 -0.859 -2.949
H -0.339 -0.336 -2.828
H 1.547 -1.790 -0.803
H -1.446 -1.170 -0.987
H -0.693 -2.352 0.245
H -0.205 -1.043 2.674
H -0.484 0.740 2.601
H 0.242 2.333 1.277
H 0.025 2.930 -0.479
H 1.073 1.552 -0.146
*
```

=====

Entry 11:
Formula: C7H10S
Source: the Open Molecules 2025 dataset
Level of theory: the ωB97M-V functional and the def2-TZVPD basis

Orbital gap, eV: 8.6197
Energy above the lowest of the compared OMol25 structures with the same formula, charge and spin, kJ/mol: 673.7

ORCA input file:
```
! wB97M-V def2-TZVPD RIJCOSX def2/J DEFGRID3
* xyz 0 1
C -1.924 -0.428 -0.467
C -0.631 -0.171 0.036
C -0.697 0.089 1.485
C 0.347 -0.934 -0.668
C 2.605 0.290 0.204
C 1.639 1.150 -0.322
C 0.429 0.607 -0.861
H -2.271 -1.530 -0.291
H -2.859 0.163 -0.069
H -1.902 -0.411 -1.677
H 0.074 1.284 1.945
H -0.072 -1.168 2.058
H -2.100 0.194 1.639
H -0.035 -1.885 -1.274
H 3.551 0.727 0.410
H 1.951 2.230 -0.446
H -0.031 1.106 -1.774
S 1.927 -1.312 0.072
*
```

=====

Entry 12:
Formula: C7H11AuO5
Source: the Open Molecules 2025 dataset
Level of theory: the ωB97M-V functional and the def2-TZVPD basis

Orbital gap (alpha / beta), eV: 10.3768 / 5.8802
Energy above the lowest of the compared OMol25 structures with the same formula, charge and spin, kJ/mol: 22.9
Expectation value of S²: 2.009

ORCA input file:
```
! wB97M-V def2-TZVPD RIJCOSX def2/J DEFGRID3
* xyz 2 3
O -0.138 -2.175 -1.387
C -1.288 -1.960 -1.056
C -1.879 -0.574 -1.318
O -1.117 0.100 -2.219
C 0.116 0.020 1.596
C 1.515 -0.333 1.129
O 1.910 0.581 0.096
C 3.318 0.597 -0.137
H -1.832 -2.636 -0.365
H -0.364 -0.836 2.090
H 0.128 0.918 2.224
H 2.212 -0.257 1.973
H 1.559 -1.353 0.723
H 3.580 1.582 -0.534
H 3.857 0.449 0.808
H 3.590 -0.198 -0.845
O -0.600 0.364 0.433
C -1.940 0.210 0.053
C -2.410 1.611 -0.273
O -1.615 2.437 -0.676
Au 0.395 0.678 -1.222
H -2.565 -0.283 0.812
H -3.502 1.789 -0.273
H -2.932 -0.732 -1.633
*
```

=====

no.,maximum force (Eh/bohr)
1,0.0660
2,0.0889
3,0.0754
4,0.1531
5,0.1156
6,0.0737
7,0.0207
8,0.0545
9,0.1014
10,0.0896
11,0.1408
12,0.0944